177
Properties=species:S:1:pos:R:3:forces:R:3 method="wB97M-V/def2-TZVPD" homo_energy_ev=-7.812 mol_weight_g_mol=948.4 energy_ev=-84607.354 e_lumo_ha=-0.0027
C -2.14815 2.00828 -2.19096 0.62 -0.74 -0.02
C -2.52573 2.79095 -0.90654 -0.79 -1.16 -1.55
C -1.82657 4.13403 -0.98200 1.21 0.19 1.65
C -2.35551 5.19479 -0.01891 -1.09 -0.24 -0.13
C -3.86758 5.38391 -0.28530 1.56 0.35 -0.63
C -4.64086 4.06283 -0.18669 -0.47 0.63 0.18
N -3.97607 3.04558 -1.02675 0.19 1.44 -0.35
O -4.74522 1.87351 -1.08525 0.17 -0.46 0.43
C -4.81153 3.69688 1.30780 -0.15 -0.84 -0.07
C -6.00046 4.33406 -0.83727 -1.98 0.15 1.09
C -2.17063 1.92311 0.30520 -0.15 1.40 0.74
H -2.48487 0.97119 -2.12228 -0.24 0.09 -0.01
H -1.06378 1.91544 -2.33036 0.10 0.23 0.40
H -2.49265 2.41093 -3.14529 -0.39 0.36 0.30
H -0.80891 3.99077 -0.59443 0.19 -0.36 -0.57
H -1.73671 4.47682 -2.01117 -0.32 0.17 0.00
H -1.75335 6.10007 -0.11006 -0.31 0.21 -0.23
H -2.22873 4.90338 1.02809 0.17 -0.33 -0.08
H -3.93362 5.73766 -1.31880 -0.20 0.06 -0.02
H -4.24439 6.18494 0.35108 -0.45 -0.30 0.14
H -5.63355 4.21001 1.80798 0.01 0.27 -0.27
H -5.03398 2.62999 1.39416 -0.03 0.00 -0.03
H -3.91304 3.86941 1.90026 0.03 0.13 -0.12
H -6.64736 4.97860 -0.22103 0.77 0.53 0.24
H -6.02986 4.82177 -1.81023 0.58 -0.36 -0.19
H -6.71817 3.50554 -0.80514 0.69 -0.58 -0.53
H -2.54530 0.90606 0.23803 0.14 -0.04 -0.14
H -2.64274 2.40722 1.16337 -0.02 -0.33 0.13
H -1.10861 1.99153 0.53942 0.11 -0.47 -0.31
H -5.19073 1.92562 -1.93754 0.08 -0.03 0.00
C -2.98278 -4.13378 0.37179 -0.40 0.75 -0.16
C -4.18554 -4.44690 -0.53086 0.11 -0.77 -0.36
C -4.75361 -5.81602 -0.08115 0.54 -0.33 0.07
C -6.09139 -6.23495 -0.68821 0.01 0.38 0.50
C -7.06170 -5.09298 -0.43242 -0.08 0.40 0.54
C -6.59659 -3.71145 -0.93818 0.10 -0.27 -0.35
N -5.26403 -3.47302 -0.38203 0.26 -0.70 1.09
O -4.83042 -2.13739 -0.51255 0.20 0.02 -0.64
C -6.70746 -3.72975 -2.47931 -0.49 0.62 0.06
C -7.50559 -2.65207 -0.32086 -0.31 0.38 0.84
C -3.63290 -4.63587 -1.95452 -0.37 -0.43 -0.31
H -3.26197 -3.79261 1.36999 -0.09 -0.09 0.00
H -2.41153 -3.33871 -0.11383 0.18 0.02 0.18
H -2.33868 -5.00606 0.47830 -0.04 -0.06 -0.08
H -3.98724 -6.56692 -0.29936 0.01 0.02 -0.12
H -4.80994 -5.80774 1.01080 -0.31 0.12 0.02
H -6.47194 -7.11065 -0.15794 0.11 -0.09 -0.02
H -6.00775 -6.53852 -1.73298 0.03 0.25 -0.09
H -7.13842 -4.97595 0.65413 -0.07 -0.15 0.04
H -8.07561 -5.29672 -0.78410 0.07 0.03 -0.24
H -7.76325 -3.58677 -2.72760 0.00 0.03 -0.04
H -6.16533 -2.90181 -2.93844 0.13 -0.07 0.02
H -6.42613 -4.67393 -2.94138 0.27 0.04 0.13
H -7.37350 -1.63629 -0.69179 -0.08 -0.20 -0.53
H -8.55874 -2.94217 -0.32028 0.00 0.02 -0.57
H -7.29883 -2.53019 0.74779 0.31 -0.34 -0.02
H -2.74513 -5.27024 -1.90809 0.08 0.08 0.02
H -3.37596 -3.72805 -2.50031 -0.10 0.18 0.24
H -4.36936 -5.19777 -2.53326 0.13 0.16 -0.23
H -4.57768 -1.89499 0.38588 -0.13 0.06 -0.03
C 1.27568 6.06580 4.56411 0.15 0.04 1.20
C 1.53352 4.72479 3.85072 -1.08 1.33 0.19
C 2.30119 5.09079 2.56263 0.11 -1.39 0.26
C 3.75783 5.40789 2.81961 0.23 0.16 -0.76
C 4.44718 4.29566 3.55841 0.17 -0.64 -0.44
C 3.72717 3.85325 4.82865 1.51 0.72 1.49
N 2.27295 3.75169 4.67355 0.42 -0.61 -1.37
O 1.62790 3.46309 5.90327 0.28 0.95 -0.51
C 4.33139 2.51279 5.24617 -0.30 0.02 0.15
C 4.17208 4.86616 5.96083 -1.04 0.87 -0.27
C 0.14725 4.13978 3.51978 0.50 -0.42 -0.08
H 0.75789 5.94472 5.52569 -0.01 -0.19 -0.04
H 0.61483 6.73850 4.01995 0.23 -0.05 -0.36
H 2.21739 6.55455 4.81612 -0.14 0.26 -0.24
H 2.27672 4.20165 1.92047 -0.02 0.03 -0.08
H 1.82956 5.89536 1.99932 -0.30 0.04 0.28
H 3.87763 6.36814 3.32556 0.04 0.01 -0.04
H 4.22477 5.45907 1.83125 0.14 0.47 0.10
H 5.48758 4.54234 3.78866 -0.19 0.40 0.46
H 4.65101 3.44443 2.89467 -0.77 -0.13 -0.11
H 4.23251 2.37263 6.32262 -0.07 -0.21 -0.05
H 3.85056 1.68368 4.72745 0.08 0.01 -0.05
H 5.39169 2.53563 4.99730 0.04 -0.20 0.07
H 5.23724 4.98687 6.16243 0.10 -0.87 -0.15
H 3.90734 5.90286 5.71803 -0.25 -0.13 -0.18
H 3.64415 4.65073 6.89181 0.24 -0.16 0.08
H 0.29634 3.31178 2.82299 -0.25 -0.04 -0.02
H -0.52348 4.88195 3.08682 0.17 0.07 -0.18
H -0.33974 3.75862 4.41672 0.10 -0.03 0.03
H 1.55882 4.35374 6.28917 -0.18 -0.40 0.51
C 3.04298 0.13636 -0.81368 0.31 -0.28 0.42
C 1.97050 -0.00034 0.28243 -0.57 0.37 -1.64
C 0.65118 -0.40470 -0.39065 0.00 -1.55 -0.40
C 0.59377 -1.82781 -0.94650 0.63 -0.73 0.08
C 0.84516 -2.79256 0.22286 -0.14 1.05 0.22
C 2.20012 -2.44754 0.91440 0.04 -1.94 0.04
N 2.27627 -1.02870 1.27920 -1.73 0.43 0.17
O 3.29960 -0.66087 2.16889 0.38 -0.20 -0.58
C 2.16142 -3.28554 2.22087 0.77 0.84 0.15
C 3.35599 -3.04522 0.05101 -0.17 0.86 0.58
C 1.62609 1.36326 0.88784 0.91 -0.34 1.35
H 2.78547 0.90934 -1.53759 -0.07 0.00 0.02
H 3.16585 -0.81527 -1.32436 -0.07 0.12 -0.16
H 4.02792 0.39575 -0.41672 -0.06 0.17 0.10
H -0.12849 -0.49353 0.37121 -0.15 0.95 0.01
H 0.40787 0.28718 -1.19535 -0.14 0.32 0.31
H 1.35589 -2.11951 -1.67732 0.16 0.66 -0.14
H -0.33458 -1.95262 -1.50819 -0.24 -0.26 0.43
H 0.84462 -3.83774 -0.08616 0.25 -0.02 -0.07
H 0.09898 -2.72856 1.02159 -0.36 0.20 -0.28
H 1.46579 -2.86073 2.94544 -0.27 -0.16 -0.15
H 1.91401 -4.31730 1.97946 -0.06 -0.03 0.06
H 3.12728 -3.24297 2.73084 0.07 -0.18 -0.13
H 3.34274 -4.13217 0.11738 0.04 0.01 0.11
H 3.28777 -2.77884 -1.00195 0.09 0.06 0.02
H 4.28169 -2.66139 0.48639 0.26 -0.23 -0.28
H 2.51308 1.85269 1.30014 -0.03 -0.12 0.23
H 0.93614 1.11850 1.69917 -0.03 0.49 0.13
H 1.17798 2.10836 0.23256 -0.12 -0.47 -0.45
H 4.05437 -0.41892 1.60547 0.12 -0.12 0.25
C 0.24181 -1.26426 -7.84233 0.30 -0.53 0.50
C 1.22485 -0.12444 -7.43811 -0.39 -0.55 -0.46
C 0.44038 1.00991 -6.78822 -0.79 0.12 0.18
C 0.01020 0.79460 -5.34156 1.41 -0.12 0.56
C 1.27742 0.48367 -4.51796 -0.06 -0.01 -0.94
C 2.00476 -0.76337 -5.06344 0.69 0.02 -0.13
N 2.27581 -0.56794 -6.51761 -0.25 1.64 -0.14
O 3.00356 -1.63602 -7.10011 -0.18 -0.02 0.39
C 3.41726 -0.82545 -4.46450 0.08 -1.38 0.98
C 1.26252 -2.08377 -4.81710 0.48 -0.52 0.48
C 1.84332 0.45128 -8.71952 0.61 0.31 0.21
H -0.73151 -1.14102 -7.36518 -0.05 0.01 -0.07
H 0.63832 -2.22298 -7.50371 -0.03 0.02 -0.03
H 0.10453 -1.37747 -8.91681 -0.04 0.31 -0.03
H 1.00077 1.94563 -6.83812 0.08 -0.03 -0.05
H -0.46717 1.11618 -7.38836 0.12 0.31 -0.16
H -0.68968 -0.03182 -5.21982 -0.30 0.21 -0.07
H -0.36794 1.72783 -4.92406 -0.58 -0.13 -0.18
H 1.06191 0.44020 -3.44911 0.03 -0.51 0.02
H 1.96615 1.32599 -4.63773 0.03 0.04 -0.03
H 4.10647 0.00069 -4.63064 -0.39 0.25 -0.44
H 3.39723 -0.98467 -3.38298 -0.34 0.24 0.03
H 3.87958 -1.75790 -4.80252 0.20 0.17 -0.23
H 0.17996 -2.00837 -4.89608 0.02 -0.01 -0.28
H 1.67678 -2.84267 -5.48480 -0.35 0.16 -0.36
H 1.47235 -2.54451 -3.84634 -0.03 0.54 0.26
H 2.39856 1.36371 -8.48427 -0.02 0.01 0.06
H 1.06982 0.71893 -9.43881 -0.09 -0.08 0.04
H 2.56134 -0.21153 -9.20242 -0.23 -0.28 0.05
H 3.90501 -1.30941 -7.00831 0.06 -0.21 -0.23
O 2.65551 -0.91116 5.50397 -0.06 0.03 -0.16
H 3.16181 -0.72108 4.70364 -0.05 -0.03 0.00
H 1.91588 -0.29544 5.47306 0.13 0.07 0.06
O -0.45672 -5.73833 3.17357 0.03 -0.20 0.04
H 0.35348 -6.17697 2.89426 -0.04 0.06 -0.03
H -0.92599 -6.40143 3.69482 0.03 0.10 0.00
O -2.19614 -3.34868 3.63424 0.02 -0.10 -0.03
H -1.67066 -2.57486 3.38144 0.03 -0.01 0.14
H -1.62076 -4.10678 3.46323 -0.01 0.17 -0.04
O 6.87214 -2.41791 2.23980 -0.23 0.16 -0.29
H 7.69177 -2.68291 1.81201 -0.03 -0.04 0.08
H 6.29198 -3.19512 2.16942 0.29 0.08 0.10
O 6.83950 0.46093 3.27587 -0.01 0.31 -0.09
H 7.60079 0.97207 2.98178 -0.05 -0.01 0.04
H 6.48139 0.07117 2.47106 0.13 -0.29 0.16
O -0.45190 -1.07409 3.24122 0.15 0.09 -0.11
H -0.22302 -0.42197 3.91212 -0.08 -0.05 -0.01
H 0.34805 -1.15800 2.69835 0.09 0.14 -0.06
O 5.86669 2.14804 -0.59127 0.11 -0.05 -0.02
H 6.14378 2.53843 -1.42752 -0.04 0.00 0.06
H 6.43072 1.37372 -0.48739 0.00 0.07 -0.02
O 1.19418 -4.04032 5.79607 -0.03 -0.15 -0.02
H 0.47944 -3.39696 5.85542 0.06 0.00 -0.05
H 1.22656 -4.27618 4.86311 -0.12 0.06 0.03
O 5.72428 -4.94895 2.40520 -0.22 -0.38 0.03
H 5.75679 -5.74506 1.86371 0.02 0.10 -0.02
H 5.25933 -5.21531 3.20730 0.07 0.14 0.00